C16H24N6O2S2 | wB97M-V/def2-TZVPD

spin multiplicity: 1
relative energy (zero: lowest compared OMol25 entry of this formula, charge and spin): 2.4 kcal per mole
E_tot: -51687.74494 eV
lowest unoccupied orbital energy: 0.4693 eV
highest occupied orbital energy: -8.50 eV

Last column: natural (NBO) charge in e.
Cartesian coordinates (Å):
C -0.990 0.967 -4.233  -0.61
C -0.455 -0.152 -5.118  -0.38
C 0.945 -0.602 -4.687  -0.45
C 0.900 -1.261 -3.357  0.34
N 0.047 -2.183 -3.012  -0.29
N 0.294 -2.551 -1.746  -0.33
C 1.308 -1.845 -1.329  0.17
S 2.040 -1.955 0.249  0.26
C 0.660 -2.772 1.094  -0.62
C -0.372 -1.842 1.699  0.68
O -1.203 -2.259 2.475  -0.59
N -0.321 -0.536 1.320  -0.65
C -1.206 0.383 1.813  0.21
N -1.139 1.646 1.549  -0.32
N -2.100 2.351 2.139  -0.27
C -2.908 1.653 2.852  0.04
C -4.052 2.213 3.612  -0.45
C -3.902 1.958 5.111  -0.59
S -2.520 -0.066 2.869  0.39
N 1.754 -1.007 -2.311  -0.38
C 2.751 0.014 -2.154  -0.23
C 2.099 1.307 -1.637  0.10
C 3.100 2.449 -1.437  -0.43
C 2.515 3.178 -0.229  -0.42
C 1.949 2.017 0.582  -0.08
O 1.496 1.062 -0.373  -0.56
H -0.347 1.845 -4.288  0.19
H -1.048 0.638 -3.198  0.21
H -1.987 1.256 -4.552  0.22
H -0.412 0.189 -6.155  0.20
H -1.122 -1.012 -5.062  0.23
H 1.622 0.254 -4.659  0.20
H 1.330 -1.320 -5.416  0.24
H 0.171 -3.405 0.350  0.30
H 1.075 -3.398 1.884  0.26
H 0.384 -0.175 0.678  0.46
H -4.975 1.751 3.255  0.22
H -4.097 3.284 3.410  0.23
H -3.855 0.889 5.310  0.21
H -2.992 2.421 5.484  0.21
H -4.750 2.375 5.648  0.21
H 3.488 -0.340 -1.427  0.22
H 3.245 0.197 -3.111  0.22
H 1.301 1.602 -2.334  0.18
H 3.184 3.079 -2.319  0.22
H 4.084 2.043 -1.195  0.20
H 3.256 3.749 0.324  0.22
H 1.709 3.842 -0.541  0.21
H 1.091 2.291 1.198  0.23
H 2.727 1.557 1.207  0.16


C16H25BrIO4P2Rh | wB97M-V/def2-TZVPD

<S²>: 6.0324
spin multiplicity: 5
relative energy (zero: lowest compared OMol25 entry of this formula, charge and spin): 0.0 kcal per mole
E_tot: -124899.03770 eV
total charge: +2
lowest unoccupied orbital energy (spin up / spin down): -6.3993 / -9.8003 eV
highest occupied orbital energy (spin up / spin down): -12.47 / -14.93 eV

Last column: natural (NBO) charge in e.
Cartesian coordinates (Å):
C 1.254 5.076 -4.172  -0.74
C 0.541 3.893 -3.569  0.64
H 0.729 5.472 -5.056  0.29
H 2.265 4.770 -4.447  0.28
H 1.339 5.855 -3.411  0.28
O -0.482 3.396 -3.950  -0.43
I 1.487 2.823 -1.623  0.06
Rh 0.131 0.790 -0.745  0.41
P -1.395 1.916 0.747  1.07
C -3.060 1.269 1.147  -0.94
C -0.568 2.025 2.372  -0.97
H -0.608 3.035 2.815  0.27
H -2.187 4.264 0.732  0.27
H 0.489 1.745 2.252  0.26
H -0.697 3.976 -0.234  0.24
H -2.941 0.253 1.537  0.28
H -1.029 1.318 3.081  0.26
C -1.673 3.573 0.057  -0.96
H -3.591 1.910 1.865  0.26
H -2.283 3.441 -0.839  0.26
H -3.630 1.225 0.218  0.25
P 1.004 -1.036 -1.950  1.08
C -0.008 -2.466 -2.417  -0.95
C 1.572 -0.310 -3.518  -0.96
H 2.759 -1.004 -0.302  0.27
H 3.228 -2.010 -1.704  0.26
H 2.054 -2.628 -0.490  0.26
C 2.402 -1.738 -1.033  -0.96
H 2.120 0.613 -3.283  0.25
H 2.195 -1.022 -4.074  0.27
H 0.608 -3.149 -3.017  0.26
H -0.859 -2.121 -3.009  0.26
H 0.679 -0.066 -4.101  0.26
H -0.369 -2.978 -1.520  0.26
C -1.184 0.871 -2.060  0.44
O -2.073 0.778 -2.794  -0.44
Br -1.015 -4.353 0.792  0.27
C -0.306 -3.823 2.493  0.01
C -0.283 -4.762 3.537  -0.25
C 0.270 -4.429 4.781  -0.09
C 0.820 -3.152 4.988  -0.06
C 0.738 -2.198 3.958  -0.25
C 0.151 -2.507 2.716  0.06
C -0.087 -1.418 1.661  0.72
O 0.886 -0.703 1.240  -0.73
O -1.272 -1.367 1.268  -0.62
H -0.739 -5.733 3.371  0.26
H 0.230 -5.188 5.563  0.26
H 1.270 -2.933 5.965  0.26
H 1.122 -1.192 4.160  0.26


C16H25CaN5O5 | wB97M-V/def2-TZVPD

spin multiplicity: 1
E_tot: -53120.25965 eV
lowest unoccupied orbital energy (spin up / spin down): -0.0473 / -0.1151 eV
highest occupied orbital energy (spin up / spin down): -6.36 / -4.90 eV

Last column: natural (NBO) charge in e.
Cartesian coordinates (Å):
O -1.106 -0.961 -4.251  -0.72
H -1.946 -1.160 -4.689  0.48
Ca -0.851 0.213 -0.849  1.74
N 1.551 0.348 -0.811  -0.41
N 0.117 1.291 -2.762  -0.46
O 2.361 -0.025 0.274  -0.63
O -0.542 1.523 -3.965  -0.65
C 2.184 1.193 -1.639  0.11
C 1.401 1.663 -2.763  0.13
C 3.581 1.676 -1.407  -0.66
C 1.996 2.510 -3.844  -0.67
H 4.171 0.892 -0.917  0.24
H 3.570 2.578 -0.770  0.22
H 4.040 1.936 -2.369  0.21
H 1.206 2.853 -4.522  0.24
H 2.742 1.945 -4.421  0.21
H 2.507 3.382 -3.415  0.21
H 2.380 -1.023 0.350  0.49
H -0.804 0.576 -4.245  0.48
O -1.512 2.424 -0.246  -0.99
H -1.199 2.886 0.553  0.51
H -1.777 3.109 -0.887  0.50
C -1.212 -1.367 -2.830  -0.29
H -2.105 -0.906 -2.354  0.15
H -0.228 -1.106 -2.397  0.21
H -1.323 -2.454 -2.791  0.20
O 2.954 -2.558 0.912  -0.93
H 3.513 -2.981 0.239  0.48
H 2.185 -3.150 0.989  0.48
C 0.380 2.262 4.929  -0.25
C 1.270 1.278 4.464  -0.20
C 0.938 0.484 3.370  -0.24
C -0.310 0.687 2.746  0.20
C -1.229 1.627 3.231  -0.30
C -0.857 2.450 4.291  -0.21
N -0.604 -0.079 1.626  -0.42
N -1.905 -0.280 1.425  -0.54
C -2.189 -1.612 1.091  0.35
C -3.146 -2.306 1.848  -0.26
C -3.372 -3.639 1.538  -0.15
C -2.642 -4.204 0.478  -0.30
C -1.728 -3.428 -0.237  0.04
N -1.491 -2.137 0.067  -0.58
H 0.660 2.911 5.769  0.21
H 2.217 1.127 4.979  0.21
H 1.592 -0.292 2.976  0.23
H -2.207 1.673 2.750  0.23
H -1.554 3.215 4.633  0.21
H -3.624 -1.743 2.644  0.24
H -4.089 -4.232 2.111  0.22
H -2.794 -5.239 0.182  0.22
H -1.164 -3.828 -1.084  0.19


C16H25Cl7N5O10 | wB97M-V/def2-TZVPD

spin multiplicity: 1
relative energy (zero: lowest compared OMol25 entry of this formula, charge and spin): 10.5 kcal per mole
E_tot: -132567.12255 eV
total charge: -1
lowest unoccupied orbital energy: 2.1404 eV
highest occupied orbital energy: -7.43 eV

Last column: natural (NBO) charge in e.
Cartesian coordinates (Å):
Cl 33.260 8.032 -14.710  2.54
O 33.887 8.864 -13.700  -0.87
O 31.874 7.850 -14.310  -0.90
O 33.321 8.676 -16.003  -0.89
O 33.935 6.767 -14.802  -0.87
N 29.292 6.542 -10.173  -0.43
C 30.244 6.825 -11.066  0.04
C 31.536 6.323 -11.039  -0.24
C 31.807 5.331 -10.125  -0.17
C 30.808 4.984 -9.212  -0.27
C 29.586 5.656 -9.267  0.03
H 29.954 7.533 -11.837  0.19
H 32.274 6.568 -11.790  0.24
H 32.793 4.885 -10.039  0.22
H 30.994 4.279 -8.410  0.21
H 28.866 5.391 -8.494  0.18
N 29.534 5.701 -17.563  -0.44
C 29.628 6.529 -16.548  0.03
C 29.020 6.296 -15.317  -0.23
C 28.283 5.136 -15.162  -0.18
C 28.141 4.282 -16.238  -0.27
C 28.781 4.607 -17.420  0.03
H 30.311 7.367 -16.674  0.20
H 29.108 7.044 -14.541  0.23
H 27.856 4.883 -14.197  0.22
H 27.466 3.435 -16.237  0.21
H 28.613 4.089 -18.359  0.19
C 30.253 10.550 -15.861  -0.50
N 30.679 11.886 -15.389  0.54
O 31.869 12.073 -15.323  -0.38
O 29.829 12.753 -15.238  -0.40
H 31.012 10.247 -16.574  0.25
H 29.283 10.577 -16.338  0.23
H 30.264 9.849 -15.028  0.25
C 35.591 11.625 -15.073  -0.48
N 36.710 11.448 -14.106  0.53
O 37.109 10.313 -13.928  -0.36
O 37.156 12.453 -13.568  -0.40
H 35.731 12.615 -15.502  0.22
H 34.645 11.636 -14.563  0.26
H 35.678 10.824 -15.791  0.24
C 31.551 10.790 -11.853  -0.50
N 32.327 10.084 -10.813  0.55
O 31.713 9.453 -10.006  -0.38
O 33.503 10.318 -10.768  -0.38
H 31.752 11.842 -11.676  0.23
H 30.507 10.523 -11.797  0.22
H 31.955 10.509 -12.817  0.25
C 33.014 5.593 -18.246  -0.43
Cl 33.025 3.879 -18.614  -0.03
Cl 33.779 6.585 -19.472  -0.03
H 32.006 5.951 -18.055  0.24
H 33.485 5.761 -17.278  0.25
C 35.814 6.569 -12.143  -0.38
Cl 37.261 7.425 -11.575  -0.04
Cl 35.670 5.003 -11.315  -0.06
H 34.919 7.149 -11.975  0.24
H 35.954 6.424 -13.203  0.24
C 33.304 11.276 -18.946  -0.39
Cl 31.979 12.377 -18.591  -0.02
Cl 33.187 10.609 -20.597  -0.04
H 34.257 11.783 -18.909  0.22
H 33.275 10.449 -18.247  0.24